C3H9N4O | ωB97M-V/def2-TZVPD

Results
HOMO (spin up / spin down) = -14.80 / -13.08 eV
Lowest unoccupied orbital energy (spin up / spin down) = -5.0 / -7.2 eV
Strongest force on any atom = 0.1123 Eh/bohr
Frontier orbital gap (spin up / spin down) = 9.82 / 5.84 eV
2S+1 = 1
Energy relative to the best compared isomer or geometry (same formula, charge and spin) = 130.3 kcal per mole
Net charge = +1
Molecular weight = 117.13 g/mol

Structure (XYZ):
```
17
Properties=species:S:1:pos:R:3:lowdin_charge:R:1
C -2.059 1.259 -0.464 -0.037
H -3.122 1.301 -0.058 0.112
O 1.326 1.508 0.096 0.198
N 2.226 -0.562 -0.018 -0.022
C 1.181 0.355 0.086 -0.412
C -1.228 0.476 0.591 -0.214
H 0.080 -2.169 -0.778 0.124
H -1.202 -2.076 0.206 0.133
H -1.848 -0.308 1.079 0.146
H -0.794 1.280 1.222 0.152
H 4.182 -0.671 0.282 0.162
H 1.900 -1.482 0.135 0.126
N -0.308 -1.667 -0.014 0.190
H -1.979 0.832 -1.451 0.062
N -0.205 -0.275 0.087 -0.026
N 3.386 -0.063 -0.212 0.177
H -1.537 2.263 -0.789 0.128
```

C20H43ClO12P2 | ωB97M-V/def2-TZVPD

Results
HOMO = -9.94 eV
Lowest unoccupied orbital energy = 0.2 eV
Strongest force on any atom = 0.1282 Eh/bohr
Frontier orbital gap = 10.13 eV
2S+1 = 1
Net charge = 0
Molecular weight = 572.95 g/mol

Structure (XYZ):
```
78
Properties=species:S:1:pos:R:3:lowdin_charge:R:1
C -0.321 7.803 -2.324 -0.155
H 2.079 -0.454 -1.976 0.127
C 0.705 1.398 1.904 -0.064
O -0.573 -6.108 -1.252 -0.180
H -0.493 -2.428 0.021 0.086
H 3.053 1.738 -1.994 0.083
C -1.556 8.700 1.012 -0.069
H 1.620 -5.221 -2.652 0.079
C 2.239 1.550 -1.293 -0.061
H 0.035 -2.169 1.682 0.042
H -1.024 8.481 -2.808 0.117
H -0.488 3.689 -0.273 0.125
H -2.204 -3.223 1.668 0.120
H -2.512 8.139 -0.868 0.108
H 0.144 1.314 0.973 0.053
C -0.206 -2.927 0.950 -0.060
C -3.544 -8.061 1.742 -0.077
P -0.931 -6.215 0.323 0.557
H -1.495 2.301 -0.292 0.117
O 3.759 -2.234 0.970 -0.216
O 1.776 -0.765 1.514 -0.256
O 3.958 -0.511 2.636 -0.227
H -0.771 -5.171 -3.021 0.126
C -0.420 -4.917 -2.019 -0.265
O -2.169 -7.207 -0.060 -0.208
H 1.313 1.937 -1.722 0.065
O 3.265 -0.465 -0.342 -0.180
H 1.478 -4.387 -1.115 0.062
H 5.494 -2.238 2.124 0.103
O -0.878 2.978 -2.236 0.017
P 3.388 -0.670 1.272 0.579
H 0.357 5.902 -3.048 0.128
C 2.122 0.069 -1.017 -0.263
H -2.811 -9.135 0.038 0.115
C -2.610 3.931 -0.968 -0.523
C -1.779 3.593 -3.069 -0.406
H 5.256 -3.610 1.057 0.115
H -1.568 9.635 -0.920 0.115
H 2.464 2.113 -0.386 0.068
C -1.241 3.192 -0.873 -0.171
C 1.077 0.034 2.460 -0.272
H -3.297 -7.185 2.341 0.073
C 1.032 -4.483 -2.106 -0.067
H 1.599 1.988 1.693 0.074
H -0.939 7.906 1.419 0.075
H -3.694 -8.911 2.410 0.076
H 4.852 -4.161 3.505 0.077
C -0.617 6.350 -2.832 -0.121
H -3.455 3.278 -1.145 0.124
H -1.563 -8.744 1.208 0.103
Cl -2.893 5.163 0.304 0.695
H -2.556 8.690 1.441 0.071
C -1.319 -3.825 1.450 -0.271
O -0.481 7.845 -0.919 -0.161
C 4.744 -2.927 1.738 -0.289
H 1.196 -0.173 -0.506 0.097
H -4.488 -7.846 1.237 0.075
C -2.253 4.794 -2.232 -0.309
H 0.175 -0.529 2.707 0.106
H -1.111 9.654 1.293 0.069
H 0.699 -3.505 0.751 0.074
H -3.142 5.263 -2.656 0.166
C 4.095 -3.716 2.857 -0.073
H 3.477 -4.517 2.446 0.074
C -2.462 -8.362 0.726 -0.291
H 1.632 0.167 3.390 0.116
O -1.715 -4.783 0.474 -0.207
H 1.115 -3.525 -2.622 0.078
H -1.197 6.350 -3.754 0.131
C -1.592 8.618 -0.514 -0.286
O -2.119 3.218 -4.156 0.164
O -0.632 -6.620 1.721 -0.234
H 0.098 1.944 2.628 0.087
H -1.024 -4.301 2.386 0.110
H -1.062 -4.111 -1.674 0.103
O -1.242 5.626 -1.781 -0.154
H 3.442 -3.088 3.462 0.073
H 0.715 8.076 -2.506 0.122
```

C6H37O15 | ωB97M-V/def2-TZVPD

Results
HOMO = -7.38 eV
Lowest unoccupied orbital energy = 2.4 eV
Strongest force on any atom = 0.1315 Eh/bohr
Frontier orbital gap = 9.76 eV
2S+1 = 1
Energy relative to the best compared isomer or geometry (same formula, charge and spin) = 27.3 kcal per mole
Net charge = -1
Molecular weight = 349.35 g/mol

Structure (XYZ):
```
58
Properties=species:S:1:pos:R:3:lowdin_charge:R:1
H 0.720 -2.219 -2.322 0.008
O -4.759 -1.411 -1.508 -0.109
C 0.769 0.392 1.054 -0.680
C 0.842 0.475 -0.387 -0.077
O 0.096 -2.081 3.454 -0.011
H -1.658 -2.121 -0.411 0.038
H -0.561 -0.113 -2.675 0.071
H -4.517 -0.664 -0.917 0.001
H 0.265 3.189 -0.004 0.108
H -1.714 0.073 -0.042 -0.014
H 3.738 1.514 -3.138 -0.013
H 4.250 -1.496 -0.545 0.042
C -1.895 1.394 -3.130 -0.104
H 1.843 0.941 -0.667 0.126
C -0.264 1.346 -1.051 -0.330
O 3.566 0.881 -3.795 -0.046
H 0.824 2.971 -1.722 0.047
O 0.974 -2.961 -2.903 -0.028
C 0.040 2.841 -1.053 -0.063
H -3.875 0.085 0.813 -0.059
H 2.930 -2.396 -0.592 -0.018
H -1.794 -2.105 -1.903 0.020
H -0.563 1.141 3.432 -0.056
H 0.560 -1.485 2.896 -0.035
O 1.614 -0.396 1.642 -0.103
H 0.221 1.457 -3.252 0.119
O 3.619 0.879 2.778 -0.102
H -0.636 3.518 -1.513 0.067
O 3.884 -2.420 -0.688 -0.086
H 0.833 -2.368 0.684 0.071
H 1.274 -3.611 -2.335 -0.022
H -1.748 1.954 -3.990 0.037
O -4.385 0.803 1.015 0.002
H -3.601 2.641 1.741 -0.001
H 0.798 -0.616 -0.865 0.140
O 0.652 -2.651 -0.237 -0.015
O -3.152 3.471 2.017 -0.104
H 0.375 0.591 4.378 0.029
H 3.555 0.017 -3.354 0.041
O -2.163 -0.508 0.547 -0.061
H 0.618 -3.512 -0.381 -0.018
H 4.476 1.308 -0.139 0.061
O 3.815 0.676 -0.420 -0.050
O -0.373 1.211 4.339 -0.061
H -1.725 -0.239 1.416 0.108
O -0.067 0.999 1.680 0.027
O -2.205 -2.535 -1.152 -0.093
H -2.177 3.219 2.050 0.059
H 0.397 -2.940 3.322 -0.004
H 2.822 0.443 2.331 -0.006
H 3.309 1.364 3.534 0.010
H -2.510 1.855 -2.420 0.051
H -4.599 1.419 0.358 0.023
H -2.489 0.546 -3.614 0.101
C -0.539 0.958 -2.601 -0.184
H -1.262 1.317 -0.562 0.105
H -4.293 -2.176 -1.053 0.046
H 3.276 0.401 0.318 -0.005
```

- Among the records above, which one has the lowest molecular weight?
  C3H9N4O

What did the first record say?
C3H9N4O | ωB97M-V/def2-TZVPD

Results
HOMO (spin up / spin down) = -14.80 / -13.08 eV
Lowest unoccupied orbital energy (spin up / spin down) = -5.0 / -7.2 eV
Strongest force on any atom = 0.1123 Eh/bohr
Frontier orbital gap (spin up / spin down) = 9.82 / 5.84 eV
2S+1 = 1
Energy relative to the best compared isomer or geometry (same formula, charge and spin) = 130.3 kcal per mole
Net charge = +1
Molecular weight = 117.13 g/mol

Structure (XYZ):
```
17
Properties=species:S:1:pos:R:3:lowdin_charge:R:1
C -2.059 1.259 -0.464 -0.037
H -3.122 1.301 -0.058 0.112
O 1.326 1.508 0.096 0.198
N 2.226 -0.562 -0.018 -0.022
C 1.181 0.355 0.086 -0.412
C -1.228 0.476 0.591 -0.214
H 0.080 -2.169 -0.778 0.124
H -1.202 -2.076 0.206 0.133
H -1.848 -0.308 1.079 0.146
H -0.794 1.280 1.222 0.152
H 4.182 -0.671 0.282 0.162
H 1.900 -1.482 0.135 0.126
N -0.308 -1.667 -0.014 0.190
H -1.979 0.832 -1.451 0.062
N -0.205 -0.275 0.087 -0.026
N 3.386 -0.063 -0.212 0.177
H -1.537 2.263 -0.789 0.128
```

What did the first record say?
C3H9N4O | ωB97M-V/def2-TZVPD

Results
HOMO (spin up / spin down) = -14.80 / -13.08 eV
Lowest unoccupied orbital energy (spin up / spin down) = -5.0 / -7.2 eV
Strongest force on any atom = 0.1123 Eh/bohr
Frontier orbital gap (spin up / spin down) = 9.82 / 5.84 eV
2S+1 = 1
Energy relative to the best compared isomer or geometry (same formula, charge and spin) = 130.3 kcal per mole
Net charge = +1
Molecular weight = 117.13 g/mol

Structure (XYZ):
```
17
Properties=species:S:1:pos:R:3:lowdin_charge:R:1
C -2.059 1.259 -0.464 -0.037
H -3.122 1.301 -0.058 0.112
O 1.326 1.508 0.096 0.198
N 2.226 -0.562 -0.018 -0.022
C 1.181 0.355 0.086 -0.412
C -1.228 0.476 0.591 -0.214
H 0.080 -2.169 -0.778 0.124
H -1.202 -2.076 0.206 0.133
H -1.848 -0.308 1.079 0.146
H -0.794 1.280 1.222 0.152
H 4.182 -0.671 0.282 0.162
H 1.900 -1.482 0.135 0.126
N -0.308 -1.667 -0.014 0.190
H -1.979 0.832 -1.451 0.062
N -0.205 -0.275 0.087 -0.026
N 3.386 -0.063 -0.212 0.177
H -1.537 2.263 -0.789 0.128
```

- The highest molecular weight belongs to which entry?
  C20H43ClO12P2